(1)
Entry from the Open Molecules 2025 dataset: a single C4H11N3O molecule at a distorted geometry (the ωB97M-V functional and the def2-TZVPD basis).

Output
HOMO energy: -8.715 eV
relative energy (zero: lowest compared OMol25 entry of this formula, charge and spin): 128.9 kcal per mole
Kohn-Sham gap: 9.5 eV
SMILES string: CN/N=C(\CO)NC

Geometry as ORCA input:
```
! RIJCOSX wB97M-V def2-TZVPD def2/J DEFGRID3
* xyz 0 1
C 0.1987 0.0426 2.8683
N 0.5742 0.8468 1.6896
N -0.6636 0.8128 0.6656
C -0.3913 0.1804 -0.4552
C 0.8815 -0.7548 -0.4332
O 2.1034 0.0332 -0.6374
N -1.4069 0.0151 -1.2855
C -1.3601 -0.8344 -2.6566
H -0.9300 0.2151 2.7572
H 0.3667 -1.0939 2.7323
H 0.5636 0.5713 3.9244
H 0.3719 1.8242 2.1607
H 0.9319 -1.2409 0.6228
H 0.9396 -1.7261 -1.2065
H 2.0300 0.6293 0.2173
H -2.3054 0.2539 -0.8676
H -2.4583 -0.8847 -3.0434
H -1.2367 -1.9886 -2.4643
H -0.5986 -0.3513 -3.1616
*
```

***

(2)
Entry from the Open Molecules 2025 dataset: 7 unconnected molecules or ions with the total composition C14H40BN13O9 at a distorted geometry (the ωB97M-V functional and the def2-TZVPD basis).

Output
HOMO energy: -9.704 eV
Kohn-Sham gap: 9.9 eV
SMILES string: CCB(O)[C@@H]1C[C@@H](CCO)NC1=O.NC(N)=O.NC(N)=O.NC(N)=O.NC(N)=O.NC(N)=O.NC(N)=O

Geometry as ORCA input:
```
! RIJCOSX wB97M-V def2-TZVPD def2/J DEFGRID3
* xyz 0 1
C 0.1626 1.4900 -2.8029
C -1.1519 1.3152 -1.8616
B -0.7786 0.5016 -0.5118
O 0.2296 1.0275 0.3869
C -1.4619 -0.9039 -0.0745
C -0.2176 -1.9295 -0.1818
C -0.4386 -2.4364 -1.6900
C 0.5825 -3.4930 -2.3219
C 1.9426 -3.4282 -1.4931
O 3.0571 -4.0958 -2.1130
N -1.8984 -2.8427 -1.6221
C -2.5165 -1.6099 -1.0325
O -3.6628 -1.2994 -1.3718
H -0.1776 1.8659 -3.8310
H 0.9355 2.1919 -2.3375
H 0.5989 0.4447 -2.9732
H -1.6176 2.3414 -1.6551
H -1.9201 0.7193 -2.4568
H 0.3476 1.9875 0.2432
H -1.7931 -0.7001 0.9913
H -0.4786 -2.7057 0.6246
H 0.8013 -1.5347 0.1201
H -0.5008 -1.6266 -2.5034
H 0.1262 -4.5328 -2.4038
H 0.7913 -3.1459 -3.3957
H 2.2083 -2.3208 -1.3814
H 1.7300 -3.8725 -0.4643
H 2.8033 -4.9763 -2.4558
H -1.8182 -3.5904 -0.9070
N 1.8569 0.2292 4.9782
C 0.9673 0.6044 4.0215
N 1.3608 0.3523 2.7535
O -0.1067 1.1309 4.2888
H 2.7412 -0.2024 4.7810
H 1.5998 0.4009 5.9370
H 0.7242 0.6201 2.0068
H 2.2360 -0.0773 2.5163
N -5.5027 -0.2033 -3.7849
C -6.8008 -0.5148 -4.0260
N -7.3345 -1.4220 -3.1685
O -7.4397 -0.0179 -4.9427
H -4.9615 -0.6007 -3.0372
H -5.0711 0.4653 -4.3987
H -8.2957 -1.6798 -3.3137
H -6.8263 -1.8407 -2.4107
N -1.2416 0.5624 7.2170
C -1.3082 -0.3346 8.2329
N -1.6678 0.1899 9.4346
O -1.0640 -1.5224 8.0804
H -1.4377 1.5407 7.3212
H -0.9782 0.2119 6.3084
H -1.7280 -0.4450 10.2124
H -1.8725 1.1608 9.5817
N 5.6217 -3.3269 -3.9210
C 6.8791 -3.7957 -3.7199
N 7.0621 -4.4389 -2.5371
O 7.7761 -3.6515 -4.5368
H 4.8722 -3.4364 -3.2606
H 5.4453 -2.8443 -4.7854
H 7.9814 -4.8016 -2.3500
H 6.3387 -4.5676 -1.8533
N 3.8821 5.1429 3.8184
C 3.3275 3.9087 3.6941
N 2.9349 3.3402 4.8628
O 3.1929 3.3538 2.6135
H 4.0020 5.6160 4.6947
H 4.1856 5.5964 2.9734
H 2.5175 2.4231 4.8097
H 3.0365 3.7786 5.7594
N -3.4738 3.5482 -4.0411
C -2.4921 4.4595 -3.8181
N -2.5428 5.5577 -4.6140
O -1.6294 4.3026 -2.9660
H -4.1911 3.6573 -4.7344
H -3.4695 2.7200 -3.4692
H -1.8313 6.2557 -4.4780
H -3.2417 5.7056 -5.3184
*
```

***

(3)
Entry from the Open Molecules 2025 dataset: a molecular structure, C22H15N9O5OsS2Se at a distorted geometry (the ωB97M-V functional and the def2-TZVPD basis).

Output
HOMO energy (alpha / beta): -12.810 / -12.810 eV
relative energy (zero: lowest compared OMol25 entry of this formula, charge and spin): 34.9 kcal per mole
Kohn-Sham gap (alpha / beta): 4.7 / 4.7 eV

Geometry as ORCA input:
```
! RIJCOSX wB97M-V def2-TZVPD def2/J DEFGRID3
* xyz 2 1
Os -0.0828 -0.4483 -0.8232
Se 2.2086 5.5257 -4.9941
N 1.0880 5.3652 -3.6221
C 1.0502 4.0987 -3.3196
C 0.2433 3.5546 -2.2223
C -0.5865 4.3162 -1.4006
C -1.2918 3.6841 -0.4008
C -1.1648 2.3126 -0.2183
N -0.3600 1.5756 -1.0066
C 0.3193 2.1958 -1.9966
C 1.1044 1.3241 -2.8112
N 1.0190 0.0149 -2.4824
C 1.7104 -0.8827 -3.2117
C 2.5039 -0.4847 -4.2771
C 2.5984 0.8512 -4.6050
C 1.8786 1.7811 -3.8597
C 1.8698 3.2242 -4.1197
N 2.5669 3.7855 -5.0665
H -0.6692 5.3825 -1.5736
H -1.9473 4.2347 0.2595
H -1.7127 1.8031 0.5566
H 1.6238 -1.9179 -2.9410
H 3.0356 -1.2384 -4.8412
H 3.2137 1.1953 -5.4275
N -2.7353 -1.0036 -2.4326
C -1.7604 -0.7908 -1.8639
H -3.5748 -1.1917 -2.9520
N -2.3324 -4.8775 5.0513
C -2.1136 -3.6730 4.4811
C -2.5443 -3.4226 3.1590
C -2.3528 -2.1962 2.5899
C -1.7141 -1.1825 3.3173
C -1.2473 -1.4276 4.6191
C -1.4536 -2.6548 5.1925
S -1.5035 0.3563 2.6403
O -2.6905 0.8435 2.0033
O -0.7500 1.1764 3.5388
N -0.4336 0.1464 1.3087
C 0.9121 0.1948 1.4902
S 1.9724 0.5444 2.7920
C 3.3182 0.2063 1.7581
C 2.9319 -0.1155 0.5161
N 1.5519 -0.1099 0.3853
H -2.8081 -5.6086 4.5563
H -2.0506 -5.0621 5.9963
H -3.0423 -4.2113 2.6076
H -2.6996 -2.0026 1.5835
H -0.7499 -0.6383 5.1657
H -1.1217 -2.8446 6.2056
H 4.3315 0.2637 2.1235
H 3.5716 -0.3704 -0.3143
O -0.5104 -2.1318 0.3570
N 0.2299 -2.9760 -0.2609
O 0.3925 -4.0839 0.0682
O 0.7582 -2.4096 -1.2781
*
```

***

(4)
Entry from the Open Molecules 2025 dataset: a molecular structure, C48H47MnN4SbSe2 at a distorted geometry (the ωB97M-V functional and the def2-TZVPD basis).

Output
HOMO energy (alpha / beta): -13.014 / -12.982 eV
Kohn-Sham gap (alpha / beta): 5.7 / 5.7 eV
<S²>: 0.7747

Geometry as ORCA input:
```
! RIJCOSX wB97M-V def2-TZVPD def2/J DEFGRID3
* xyz 2 2
Mn -0.0538 -0.4513 0.8637
Se -0.9479 2.2956 1.5482
Se -2.7501 0.7488 3.2069
C -3.1875 -0.2650 1.6885
C -4.5403 -0.5577 1.4791
C -4.9181 -1.3211 0.4021
C -3.9202 -1.8049 -0.4397
C -2.6113 -1.4700 -0.1731
N -2.2215 -0.7082 0.8612
C 0.7100 2.1453 2.4287
C 1.2998 3.2334 3.0681
C 2.5258 3.0503 3.6764
C 3.0979 1.7809 3.6534
C 2.4347 0.7584 3.0024
N 1.2679 0.9283 2.3760
H -5.2646 -0.1620 2.1748
H -5.9570 -1.5335 0.2089
H -4.1628 -2.4193 -1.2918
H -1.8236 -1.8336 -0.8239
H 0.7885 4.1847 3.0599
H 3.0203 3.8679 4.1791
H 4.0411 1.5881 4.1383
H 2.8442 -0.2456 2.9902
C 4.3023 0.3018 0.1588
C 3.6027 -0.2115 -1.0638
C 4.1775 0.0431 -2.3037
C 3.6088 -0.4130 -3.4778
C 2.4425 -1.1530 -3.4184
C 1.8420 -1.4356 -2.2013
C 0.6103 -2.2893 -2.1882
C 2.4103 -0.9525 -1.0069
N 1.7398 -1.2661 0.2130
C 2.1874 -2.2376 0.9747
C 3.4367 -3.0028 0.7097
C 1.2859 -2.6317 2.0366
C 1.5875 -3.7649 2.9558
N 0.1416 -1.9884 2.0478
C -0.9360 -2.4708 2.8386
C -1.7446 -3.4959 2.3200
C -1.4240 -4.2197 1.0463
C -2.8665 -3.8841 3.0362
C -3.1868 -3.2948 4.2452
C -2.3447 -2.3408 4.7880
C -1.2067 -1.9277 4.1072
C -0.2337 -0.9836 4.7353
H 4.8292 1.2231 -0.0792
H 5.0472 -0.4193 0.4925
H 3.6061 0.4877 0.9710
H 5.0971 0.6078 -2.3399
H 4.0684 -0.1962 -4.4288
H 2.0000 -1.5376 -4.3233
H -0.0788 -1.9546 -2.9645
H 0.1287 -2.2440 -1.2056
H 0.8645 -3.3266 -2.4036
H 3.8708 -2.7178 -0.2454
H 3.2266 -4.0701 0.6991
H 4.1783 -2.8352 1.4902
H 2.5984 -3.6945 3.3505
H 1.5130 -4.7135 2.4247
H 0.8761 -3.7892 3.7779
H -0.6579 -3.7061 0.4661
H -2.3223 -4.3272 0.4422
H -1.0683 -5.2240 1.2835
H -3.4912 -4.6586 2.6196
H -4.0823 -3.5891 4.7677
H -2.5683 -1.9091 5.7522
H -0.6940 -0.4548 5.5642
H 0.1229 -0.2634 4.0005
H 0.6266 -1.5316 5.1177
C 0.2441 1.7785 -6.4250
C 1.0432 2.4734 -5.5341
C 0.9694 2.2069 -4.1771
C 0.0738 1.2603 -3.7102
C -0.6959 0.5351 -4.6015
C -0.6199 0.8038 -5.9580
Sb -0.3125 1.1907 -1.5651
C 0.6363 3.0782 -1.1215
C 0.0851 4.3132 -1.4284
C 0.7702 5.4728 -1.0988
C 2.0135 5.4023 -0.4902
C 2.5834 4.1669 -0.2258
C 1.8894 3.0088 -0.5277
C -2.4386 1.5750 -1.6634
C -3.2235 0.6220 -2.2979
C -4.5881 0.8086 -2.4334
C -5.1759 1.9568 -1.9292
C -4.4029 2.8887 -1.2553
C -3.0390 2.6951 -1.1117
H 0.2982 1.9911 -7.4808
H 1.7148 3.2411 -5.8918
H 1.5993 2.7600 -3.4936
H -1.3801 -0.2298 -4.2633
H -1.2497 0.2610 -6.6469
H -0.8696 4.3740 -1.9336
H 0.3336 6.4320 -1.3305
H 2.5435 6.3066 -0.2319
H 3.5714 4.1093 0.2071
H 2.3263 2.0399 -0.3179
H -2.7657 -0.2771 -2.6905
H -5.1895 0.0687 -2.9438
H -6.2330 2.1274 -2.0592
H -4.8549 3.7819 -0.8529
H -2.4514 3.4304 -0.5760
*
```

***

(5)
Entry from the Open Molecules 2025 dataset: 2 unconnected molecules or ions with the total composition C28H34N5O3S at a distorted geometry (the ωB97M-V functional and the def2-TZVPD basis).

Output
HOMO energy: -10.671 eV
relative energy (zero: lowest compared OMol25 entry of this formula, charge and spin): 0.0 kcal per mole
Kohn-Sham gap: 5.6 eV

Geometry as ORCA input:
```
! RIJCOSX wB97M-V def2-TZVPD def2/J DEFGRID3
* xyz 1 1
C 0.5371 0.0089 -6.7493
C 1.4529 1.0520 -6.1478
N 1.1319 1.2742 -4.7602
C 1.6572 2.4574 -4.1023
C 1.3114 2.1970 -2.6468
N 0.8801 0.7920 -2.5688
C 0.7832 0.3576 -3.8055
S 0.2343 -1.2209 -4.2399
C 0.6988 -1.2942 -5.9895
H -0.5068 0.3346 -6.7308
H 0.8234 -0.1460 -7.7915
H 2.5025 0.7253 -6.2377
H 1.3669 2.0209 -6.6522
H 2.7403 2.5368 -4.2668
H 1.1772 3.3493 -4.5196
H 2.1851 2.3770 -2.0084
H 0.5026 2.8814 -2.3450
H 0.0494 -2.0770 -6.3964
H 1.7426 -1.6346 -6.0191
C -2.5549 -0.5840 5.2394
N -2.2545 -0.5373 3.8292
C -3.2431 -0.4192 2.8940
O -4.4456 -0.3834 3.1328
C -2.5668 -0.3538 1.5226
C -2.8301 0.9648 0.7957
C -4.3015 1.1760 0.5104
C -4.9744 2.2645 1.0782
C -6.3445 2.4212 0.8667
C -7.0397 1.5061 0.0710
C -6.3642 0.4248 -0.5066
C -4.9932 0.2616 -0.2886
N -1.1556 -0.5629 1.8571
C -0.2035 -0.5983 0.9031
C 1.1431 -0.7845 1.1805
C 2.1730 -0.8164 0.2492
C 3.5463 -1.0450 0.6066
C 4.5677 -1.1360 -0.3939
C 5.9003 -1.3273 -0.0651
C 6.2840 -1.4446 1.2905
N 7.6466 -1.6242 1.6539
O 7.9260 -1.7182 2.8738
O 8.5215 -1.6813 0.7602
C 5.3089 -1.3763 2.3036
C 3.9750 -1.1903 1.9716
C -0.8995 -0.6704 3.3109
C -0.0321 0.4810 3.8483
C -0.3297 -2.0368 3.7294
H -3.6317 -0.4543 5.3838
H -2.2436 -1.5466 5.6663
H -2.0188 0.2148 5.7687
H -2.9381 -1.2003 0.9143
H -2.4417 1.7918 1.4127
H -2.2574 0.9439 -0.1440
H -4.4162 2.9624 1.7060
H -6.8670 3.2557 1.3378
H -8.1111 1.6324 -0.0945
H -6.9043 -0.3005 -1.1157
H -4.4577 -0.5873 -0.7241
H -0.5382 -0.4696 -0.1315
H 1.4071 -0.9061 2.2285
H 1.9157 -0.6413 -0.8008
H 4.2773 -1.0548 -1.4430
H 6.6772 -1.3915 -0.8251
H 5.6288 -1.4722 3.3394
H 3.2509 -1.1520 2.7847
H -0.5249 1.4420 3.6458
H 0.0970 0.3637 4.9320
H 0.9584 0.5030 3.3884
H -1.0337 -2.8302 3.4453
H 0.6328 -2.2502 3.2601
H -0.1906 -2.0541 4.8181
*
```

***

no.,DFT total energy (Ha)
1,-398.34869
2,-1971.52495
3,-5004.21316
4,-8269.88890
5,-1984.72459